--- P ---
Here is a cluster of 2 separate species, CH9N2O in total from OMol25. Energies are from ωB97M-V/def2-TZVPD.

E_HOMO: -13.91 eV
frontier orbital gap: 10.46 eV
E_LUMO: -0.12680 hartree

The geometry in ORCA input format:
```
! wB97M-V def2-TZVPD RIJCOSX def2/J DEFGRID3
* xyz 1 1
O 1.973 2.130 0.800
H 2.756 1.939 1.335
H -0.756 0.016 1.223
H 2.482 2.653 0.142
N -0.427 0.314 0.335
C -0.395 -0.959 -0.548
N -1.565 -1.798 -0.412
H -1.072 0.908 -0.124
H 0.575 0.778 0.366
H -0.131 -0.654 -1.613
H 0.564 -1.441 -0.357
H -1.563 -2.671 -0.926
H -2.442 -1.216 -0.220
*
```

Need the Löwdin charges? In units of e they are:
1. O -0.06
2. H 0.07
3. H 0.14
4. H 0.08
5. N 0.21
6. C -0.25
7. N 0.02
8. H 0.14
9. H 0.17
10. H 0.14
11. H 0.12
12. H 0.10
13. H 0.13



--- Q ---
Here is a cluster of 2 separate species, CH9N2O in total from OMol25. Energies are from ωB97M-V/def2-TZVPD.

E_HOMO: -15.47 eV
frontier orbital gap: 12.08 eV
E_LUMO: -0.12457 hartree

The geometry in ORCA input format:
```
! wB97M-V def2-TZVPD RIJCOSX def2/J DEFGRID3
* xyz 1 1
N -1.484 -0.275 -1.535
H -1.265 0.716 -1.554
H -2.492 -0.244 -1.633
H -0.327 -1.089 0.088
H -1.209 -0.696 -2.421
N 0.643 -0.858 0.359
C 0.564 0.579 0.834
O 1.469 0.641 1.872
H 0.998 -1.406 1.141
H 1.226 -0.888 -0.475
H -0.480 0.761 1.100
H 0.785 1.228 -0.006
H 1.573 1.531 2.232
*
```

Need the Löwdin charges? In units of e they are:
1. N 0.03
2. H 0.03
3. H 0.04
4. H 0.12
5. H 0.05
6. N 0.21
7. C -0.24
8. O 0.01
9. H 0.17
10. H 0.17
11. H 0.14
12. H 0.13
13. H 0.13



Verdict on stability: P comes out at the bottom.



--- P ---
Here is a cluster of 4 separate species, C4H14NO3 in total from OMol25. Energies are from ωB97M-V/def2-TZVPD.

E_HOMO (alpha / beta): -4.91 / -7.96 eV
expectation value of S²: 0.7595
frontier orbital gap (alpha / beta): 5.54 / 8.59 eV
E_LUMO (alpha / beta): 0.02313 / 0.02283 hartree

The geometry in ORCA input format:
```
! wB97M-V def2-TZVPD RIJCOSX def2/J DEFGRID3
* xyz 0 2
C 1.415 0.196 2.323
C 0.478 -0.644 1.457
C 0.087 -0.142 0.287
N -0.692 -0.918 -0.615
C -0.544 -0.855 -1.945
H 2.379 0.434 1.873
H 0.983 1.174 2.558
H 1.527 -0.333 3.270
H 0.124 -1.557 1.909
H 0.478 0.792 -0.096
H -1.321 -1.545 -0.122
H -1.033 -1.428 -2.717
H 0.202 -0.193 -2.358
H -3.473 -1.034 0.731
H -3.194 -1.972 1.927
O -2.797 -1.597 1.119
H 2.993 0.388 -1.096
H 3.044 0.158 -2.600
O 2.519 -0.020 -1.810
H -1.250 3.309 -0.388
H -0.182 3.966 -1.258
O -0.317 3.277 -0.585
*
```

Need the Löwdin charges? In units of e they are:
1. C -0.12
2. C -0.15
3. C -0.16
4. N -0.09
5. C -0.08
6. H 0.06
7. H 0.07
8. H 0.06
9. H 0.09
10. H 0.10
11. H 0.08
12. H 0.03
13. H 0.02
14. H 0.05
15. H 0.06
16. O -0.05
17. H 0.02
18. H 0.05
19. O -0.05
20. H 0.03
21. H 0.04
22. O -0.06



--- Q ---
Here is a structure of composition C4H14NO3 from OMol25. Energies are from ωB97M-V/def2-TZVPD.

E_HOMO (alpha / beta): -9.27 / -9.26 eV
expectation value of S²: 0.7549
frontier orbital gap (alpha / beta): 9.80 / 5.51 eV
E_LUMO (alpha / beta): 0.01958 / -0.13769 hartree

The geometry in ORCA input format:
```
! wB97M-V def2-TZVPD RIJCOSX def2/J DEFGRID3
* xyz 0 2
C 1.858 -2.055 -0.213
N 1.949 -0.556 -0.373
C 0.626 -0.072 -0.804
C 0.579 1.449 -0.569
C 0.492 1.865 0.907
O -0.760 1.863 1.405
H 2.218 -2.491 -1.117
H 0.900 -2.539 0.000
H 2.520 -2.291 0.618
H 2.092 -0.180 0.572
H -0.186 -0.569 -0.259
H 0.483 -0.304 -1.842
H 1.438 1.777 -1.192
H -0.394 1.852 -0.911
H 0.966 0.997 1.541
H 1.025 2.764 1.157
H -3.207 0.964 0.728
H -1.593 1.014 1.012
O -2.580 0.275 0.974
H -2.978 -0.863 0.224
H -2.625 -1.239 -1.347
O -2.822 -1.660 -0.510
*
```

Need the Löwdin charges? In units of e they are:
1. C -0.11
2. N -0.10
3. C -0.26
4. C -0.14
5. C -0.25
6. O 0.09
7. H 0.06
8. H 0.08
9. H 0.07
10. H 0.07
11. H 0.10
12. H 0.12
13. H 0.13
14. H 0.12
15. H 0.20
16. H 0.12
17. H 0.03
18. H 0.06
19. O -0.19
20. H 0.00
21. H -0.02
22. O -0.20



Verdict on stability: Q comes out at the bottom.



--- P ---
Here is the molecule C8H12N2O2 from OMol25. Energies are from ωB97M-V/def2-TZVPD.

E_HOMO: -8.84 eV
SMILES: [H]/N=C1\CC[C@@H]2C[C@H]1[C@@H]2/C=[N+](/[O-])O
frontier orbital gap: 9.56 eV
E_LUMO: 0.02628 hartree

The geometry in ORCA input format:
```
! wB97M-V def2-TZVPD RIJCOSX def2/J DEFGRID3
* xyz 0 1
H 3.225 2.174 0.539
N 2.489 2.031 -0.122
C 1.671 1.228 0.299
C 1.466 0.332 1.445
C 1.013 -1.120 1.050
C 0.360 -1.227 -0.409
C 1.212 -0.465 -1.416
C 0.602 0.812 -0.795
C -0.780 -0.183 -0.582
C -2.208 -0.596 0.037
N -3.227 0.172 0.183
O -4.418 -0.065 0.560
O -3.013 1.507 -0.115
H 0.517 0.642 2.035
H 2.287 0.186 2.311
H 2.049 -1.604 1.043
H 0.592 -1.759 1.835
H 0.005 -2.211 -0.609
H 2.311 -0.559 -1.422
H 1.116 -0.758 -2.472
H 0.194 1.492 -1.573
H -1.100 -0.327 -1.575
H -2.519 -1.677 0.013
H -3.845 1.975 -0.261
*
```

Need the Löwdin charges? In units of e they are:
1. H 0.06
2. N 0.17
3. C -0.39
4. C -0.14
5. C -0.14
6. C -0.28
7. C -0.13
8. C -0.10
9. C -0.11
10. C 0.03
11. N -0.35
12. O -0.06
13. O 0.06
14. H 0.14
15. H 0.15
16. H 0.11
17. H 0.11
18. H 0.12
19. H 0.12
20. H 0.12
21. H 0.13
22. H 0.10
23. H 0.16
24. H 0.12



--- Q ---
Here is the molecule C8H12N2O2 from OMol25. Energies are from ωB97M-V/def2-TZVPD.

E_HOMO: -10.08 eV
SMILES: O=C=NCCCCCCN=C=O
frontier orbital gap: 10.58 eV
E_LUMO: 0.01813 hartree

The geometry in ORCA input format:
```
! wB97M-V def2-TZVPD RIJCOSX def2/J DEFGRID3
* xyz 0 1
O 5.529 -0.453 -0.041
C 4.389 -0.635 0.210
N 3.170 -0.542 0.312
C 2.196 -1.473 -0.182
C 0.831 -0.793 0.164
C 0.977 0.663 -0.394
C -0.160 1.704 0.005
C -1.605 1.328 -0.234
C -2.293 0.216 0.629
N -3.589 -0.014 0.176
C -4.293 -0.991 -0.009
O -5.089 -1.795 -0.246
H 2.289 -1.650 -1.269
H 2.295 -2.530 0.173
H -0.004 -1.361 -0.352
H 0.525 -0.758 1.254
H 1.910 1.078 -0.141
H 0.988 0.617 -1.509
H 0.020 1.974 1.083
H -0.072 2.736 -0.472
H -1.597 0.778 -1.212
H -2.276 2.224 -0.276
H -1.726 -0.765 0.669
H -2.417 0.441 1.661
*
```

Need the Löwdin charges? In units of e they are:
1. O 0.15
2. C -0.27
3. N 0.07
4. C -0.22
5. C -0.19
6. C -0.20
7. C -0.21
8. C -0.19
9. C -0.25
10. N 0.09
11. C -0.31
12. O 0.17
13. H 0.12
14. H 0.13
15. H 0.11
16. H 0.12
17. H 0.07
18. H 0.12
19. H 0.11
20. H 0.12
21. H 0.12
22. H 0.12
23. H 0.11
24. H 0.10



Verdict on stability: P comes out at the bottom.



--- P ---
Here is a structure of composition C31H40F4N6OSSiTi from OMol25. Energies are from ωB97M-V/def2-TZVPD.

E_HOMO (alpha / beta): -5.48 / -7.18 eV
expectation value of S²: 2.0053
frontier orbital gap (alpha / beta): 5.55 / 7.24 eV
E_LUMO (alpha / beta): 0.00250 / 0.00227 hartree

The geometry in ORCA input format:
```
! wB97M-V def2-TZVPD RIJCOSX def2/J DEFGRID3
* xyz 0 3
Ti 0.163 0.312 0.219
C 4.238 1.373 2.252
C 3.100 1.135 1.263
N 1.892 0.491 1.810
C 2.173 -0.810 2.444
C 2.809 -1.820 1.503
C 1.187 1.356 2.769
C 0.591 2.611 2.153
N -0.165 2.298 0.942
C -1.141 3.151 0.541
C -1.612 3.056 -0.792
F -1.012 2.147 -1.608
C -2.599 3.839 -1.335
F -2.937 3.646 -2.622
C -3.228 4.823 -0.598
C -2.794 4.960 0.704
F -3.364 5.895 1.482
C -1.809 4.170 1.264
F -1.533 4.411 2.567
H 5.035 1.930 1.758
H 4.664 0.436 2.613
H 3.919 1.957 3.116
H 3.464 0.518 0.442
H 2.789 2.082 0.822
H 1.212 -1.203 2.777
H 2.798 -0.674 3.337
H 2.193 -1.952 0.610
H 2.889 -2.786 2.002
H 3.814 -1.526 1.192
H 1.832 1.638 3.612
H 0.374 0.755 3.180
H 1.380 3.350 1.947
H -0.021 3.046 2.941
H -4.009 5.442 -1.011
C -2.519 0.790 3.076
Si -1.986 -0.989 2.776
C -3.543 -2.031 2.594
C -1.076 -1.563 4.337
N -1.070 -1.059 1.325
C -0.984 -2.205 0.564
C -0.775 -3.504 1.064
C -0.655 -4.607 0.232
C -0.719 -4.468 -1.148
C -0.914 -3.202 -1.688
C -1.054 -2.120 -0.845
O -1.199 -0.812 -1.342
C -1.852 -0.639 -2.548
C -1.167 -0.080 -3.611
C -1.833 0.144 -4.807
C -3.171 -0.202 -4.936
C -3.843 -0.769 -3.861
C -3.188 -0.988 -2.661
H -3.383 0.816 3.746
H -2.813 1.258 2.133
H -1.745 1.412 3.531
H -4.092 -2.106 3.536
H -3.325 -3.044 2.250
H -4.205 -1.565 1.859
H -1.777 -1.658 5.170
H -0.310 -0.845 4.642
H -0.586 -2.532 4.211
H -0.709 -3.633 2.138
H -0.503 -5.586 0.668
H -0.622 -5.327 -1.798
H -0.980 -3.055 -2.759
H -0.125 0.189 -3.486
H -1.306 0.591 -5.640
H -3.689 -0.027 -5.869
H -4.888 -1.034 -3.956
H -3.693 -1.423 -1.808
C 4.571 -2.150 -3.356
C 3.054 -1.968 -3.426
C 2.599 -0.689 -2.808
N 1.896 -0.626 -1.734
N 1.594 0.652 -1.365
C 2.081 1.569 -2.147
N 1.960 2.903 -1.886
S 2.980 0.889 -3.466
H 4.861 -3.100 -3.802
H 4.911 -2.141 -2.320
H 5.091 -1.354 -3.891
H 2.542 -2.765 -2.885
H 2.716 -2.007 -4.464
H 1.275 3.083 -1.157
H 1.871 3.514 -2.682
*
```

Need the Löwdin charges? In units of e they are:
1. Ti 0.90
2. C -0.06
3. C -0.25
4. N -0.23
5. C -0.24
6. C -0.07
7. C -0.19
8. C -0.22
9. N -0.08
10. C -0.19
11. C -0.15
12. F 0.05
13. C -0.23
14. F 0.08
15. C 0.05
16. C -0.23
17. F 0.09
18. C -0.14
19. F 0.06
20. H 0.08
21. H 0.07
22. H 0.07
23. H 0.10
24. H 0.10
25. H 0.09
26. H 0.12
27. H 0.06
28. H 0.08
29. H 0.07
30. H 0.12
31. H 0.08
32. H 0.12
33. H 0.10
34. H 0.13
35. C -0.16
36. Si 0.38
37. C -0.16
38. C -0.18
39. N -0.15
40. C -0.34
41. C -0.05
42. C -0.10
43. C -0.10
44. C -0.02
45. C -0.21
46. O -0.09
47. C -0.28
48. C -0.01
49. C -0.07
50. C -0.09
51. C -0.07
52. C 0.01
53. H 0.03
54. H 0.03
55. H 0.02
56. H 0.03
57. H 0.02
58. H 0.03
59. H 0.03
60. H 0.01
61. H 0.02
62. H 0.10
63. H 0.10
64. H 0.09
65. H 0.12
66. H 0.10
67. H 0.10
68. H 0.10
69. H 0.11
70. H 0.13
71. C -0.10
72. C -0.23
73. C -0.59
74. N 0.04
75. N -0.12
76. C -0.69
77. N 0.12
78. S 1.12
79. H 0.08
80. H 0.08
81. H 0.07
82. H 0.12
83. H 0.11
84. H 0.09
85. H 0.10



--- Q ---
Here is a structure of composition C31H40F4N6OSSiTi from OMol25. Energies are from ωB97M-V/def2-TZVPD.

E_HOMO (alpha / beta): -5.62 / -7.04 eV
expectation value of S²: 2.0037
frontier orbital gap (alpha / beta): 5.77 / 7.19 eV
E_LUMO (alpha / beta): 0.00569 / 0.00558 hartree

The geometry in ORCA input format:
```
! wB97M-V def2-TZVPD RIJCOSX def2/J DEFGRID3
* xyz 0 3
Ti 0.201 0.211 -0.017
C 0.905 -1.346 3.753
C 0.558 -1.213 2.275
N -0.853 -1.034 1.905
C -1.511 -2.355 1.933
C -2.972 -2.385 1.520
C -1.590 -0.020 2.671
C -1.217 1.420 2.319
N -1.170 1.565 0.884
C -1.780 2.490 0.151
C -1.474 2.521 -1.231
F -0.544 1.583 -1.687
C -2.025 3.377 -2.143
F -1.620 3.307 -3.425
C -2.969 4.312 -1.764
C -3.308 4.316 -0.421
F -4.228 5.194 0.014
C -2.750 3.460 0.503
F -3.180 3.541 1.786
H 1.976 -1.524 3.851
H 0.666 -0.435 4.303
H 0.382 -2.177 4.227
H 1.144 -0.362 1.910
H 0.914 -2.087 1.726
H -0.948 -2.992 1.248
H -1.418 -2.798 2.935
H -3.119 -1.902 0.557
H -3.280 -3.428 1.423
H -3.632 -1.921 2.253
H -2.642 -0.144 2.421
H -1.497 -0.175 3.755
H -1.930 2.072 2.824
H -0.225 1.653 2.736
H -3.414 4.997 -2.468
C 3.798 0.356 -1.450
Si 2.999 -1.345 -1.512
C 3.323 -1.929 -3.272
C 3.993 -2.364 -0.274
N 1.315 -1.286 -1.140
C 0.530 -2.383 -1.428
C 1.011 -3.678 -1.735
C 0.177 -4.746 -2.017
C -1.203 -4.597 -2.003
C -1.720 -3.348 -1.696
C -0.874 -2.291 -1.428
O -1.425 -1.057 -1.046
C -2.423 -0.520 -1.849
C -2.333 -0.565 -3.231
C -3.315 0.054 -3.989
C -4.374 0.709 -3.372
C -4.448 0.743 -1.988
C -3.472 0.124 -1.219
H 4.807 0.254 -1.863
H 3.897 0.748 -0.437
H 3.273 1.089 -2.069
H 4.385 -2.153 -3.412
H 3.065 -1.122 -3.964
H 2.751 -2.810 -3.567
H 5.048 -2.418 -0.556
H 3.628 -3.384 -0.147
H 3.937 -1.874 0.704
H 2.078 -3.848 -1.753
H 0.617 -5.708 -2.248
H -1.861 -5.427 -2.222
H -2.791 -3.178 -1.672
H -1.496 -1.070 -3.697
H -3.246 0.033 -5.069
H -5.132 1.198 -3.970
H -5.262 1.262 -1.498
H -3.492 0.170 -0.138
C 3.142 2.236 4.524
C 4.038 2.337 3.290
C 3.237 2.391 2.025
N 2.440 1.461 1.648
N 1.762 1.736 0.488
C 2.079 2.904 -0.009
N 1.547 3.426 -1.144
S 3.267 3.740 0.932
H 3.744 2.159 5.429
H 2.503 1.357 4.456
H 2.502 3.115 4.613
H 4.699 1.471 3.230
H 4.676 3.219 3.351
H 1.246 2.782 -1.859
H 1.903 4.306 -1.473
*
```

Need the Löwdin charges? In units of e they are:
1. Ti 0.88
2. C -0.06
3. C -0.27
4. N -0.20
5. C -0.22
6. C -0.07
7. C -0.17
8. C -0.20
9. N -0.07
10. C -0.21
11. C -0.15
12. F -0.01
13. C -0.24
14. F 0.08
15. C 0.04
16. C -0.23
17. F 0.08
18. C -0.14
19. F 0.06
20. H 0.08
21. H 0.06
22. H 0.07
23. H 0.05
24. H 0.12
25. H 0.11
26. H 0.12
27. H 0.05
28. H 0.08
29. H 0.07
30. H 0.11
31. H 0.12
32. H 0.11
33. H 0.10
34. H 0.13
35. C -0.17
36. Si 0.38
37. C -0.17
38. C -0.17
39. N -0.15
40. C -0.31
41. C -0.06
42. C -0.10
43. C -0.10
44. C -0.03
45. C -0.23
46. O -0.10
47. C -0.27
48. C 0.00
49. C -0.07
50. C -0.09
51. C -0.07
52. C -0.02
53. H 0.04
54. H 0.00
55. H 0.02
56. H 0.03
57. H 0.03
58. H 0.02
59. H 0.03
60. H 0.02
61. H 0.02
62. H 0.08
63. H 0.10
64. H 0.10
65. H 0.13
66. H 0.13
67. H 0.11
68. H 0.10
69. H 0.11
70. H 0.12
71. C -0.09
72. C -0.23
73. C -0.60
74. N 0.03
75. N -0.08
76. C -0.68
77. N 0.13
78. S 1.13
79. H 0.08
80. H 0.06
81. H 0.08
82. H 0.12
83. H 0.10
84. H 0.10
85. H 0.10



Verdict on stability: Q comes out at the bottom.